{
  "formula": "H32O16",
  "method": "ωB97M-V/def2-TZVPD",
  "charge": 0,
  "e_tot_ev": -33281.2673,
  "relative_energy_kcal_mol": 84.6,
  "species": ["O", "H", "H", "O", "H", "H", "O", "H", "H", "O", "H", "H", "O", "H", "H", "O", "H", "H", "O", "H", "H", "O", "H", "H", "O", "H", "H", "O", "H", "H", "O", "H", "H", "O", "H", "H", "O", "H", "H", "O", "H", "H", "O", "H", "H", "O", "H", "H"],
  "coordinates": [[1.42431, -2.91368, 2.41665], [1.69074, -2.45331, 1.64242], [1.11070, -2.29543, 3.10203], [2.49351, -1.84689, 0.02445], [3.25329, -2.45766, -0.09214], [2.70081, -0.99952, -0.39155], [-2.54846, 1.32469, -2.10140], [-2.84245, 0.82103, -1.32722], [-1.78831, 1.84384, -1.86752], [3.09264, 0.77835, -0.66933], [3.86715, 1.21238, -0.33714], [2.33210, 1.25390, -0.37351], [-0.00006, -0.25071, -0.05719], [-0.52792, 0.49820, 0.30297], [-0.21122, -0.95386, 0.54685], [-0.53346, 2.96063, -1.26030], [-0.76469, 3.82643, -1.61702], [-0.09397, 2.50803, -1.97652], [-1.54805, 1.60957, 1.11635], [-1.90028, 2.51978, 0.93712], [-2.25100, 0.98936, 1.03287], [-0.61629, -0.80324, -2.59700], [-1.32118, -0.26455, -2.84464], [-0.42150, -0.58085, -1.70087], [-3.70944, -0.30909, -0.06605], [-3.12214, -1.02348, -0.00637], [-4.59491, -0.57666, 0.10839], [0.32805, -3.13503, -1.41786], [0.07055, -2.54590, -2.06889], [1.00528, -2.68477, -0.94402], [1.23070, 1.17885, -2.60059], [0.71534, 0.40932, -2.70530], [2.04214, 0.95141, -2.13402], [-1.45820, -1.52005, 2.17446], [-0.83910, -1.58216, 2.89709], [-1.63313, -2.43992, 2.03709], [1.35234, 2.67544, 0.60796], [1.14763, 3.35611, 1.23704], [0.56249, 2.75128, 0.01812], [-2.36712, -2.66272, -0.84183], [-1.42155, -2.60895, -1.05594], [-2.74241, -2.64283, -1.71682], [0.44905, 1.33540, 2.99843], [-0.18568, 1.71654, 2.34213], [1.08890, 2.04723, 3.17637], [2.81020, 0.22245, 2.22120], [2.02385, 0.76912, 2.53679], [2.65074, -0.00809, 1.29426]],
  "atomic_forces_ev_per_a": [[-1.1, -1.0, 1.9], [0.4, 1.2, -0.9], [0.8, -0.2, -0.8], [0.4, -1.2, -0.1], [-0.6, 0.8, 0.0], [0.3, 0.2, -0.2], [-0.8, -0.7, -0.7], [-0.1, 0.1, 0.0], [0.2, 0.4, 0.6], [0.4, -1.3, -1.1], [0.5, 0.5, 0.4], [-0.8, 1.0, 1.0], [0.0, 1.0, -0.3], [0.6, -0.3, -0.3], [-0.2, -0.8, 0.7], [-0.7, 1.0, 0.3], [0.0, 0.0, 0.1], [1.3, -0.7, -0.7], [0.5, 2.4, 0.1], [0.3, -1.5, 0.0], [-1.6, -0.8, 0.0], [1.8, -2.0, -1.4], [-2.2, 1.6, -0.7], [0.1, 0.4, 2.0], [-0.2, 3.0, -0.1], [1.2, -2.4, 0.0], [-0.8, -0.5, 0.2], [-0.3, -2.5, 1.4], [-0.6, 1.9, -2.5], [1.2, 0.6, 0.9], [0.8, 2.4, 0.0], [-1.0, -1.9, -0.4], [0.1, -0.1, -0.2], [0.0, 0.6, -0.1], [0.4, 0.5, 0.4], [-0.4, -1.0, -0.6], [-0.7, -0.1, -0.7], [0.4, 0.6, 0.6], [0.7, -0.2, 0.0], [0.1, 0.2, 0.4], [0.2, -0.4, 0.5], [-0.6, 0.0, -0.5], [-0.3, 1.0, 0.1], [0.6, -0.7, 0.5], [-0.6, -0.2, 0.1], [-0.6, 0.8, 0.6], [1.2, -1.6, -1.2], [-0.2, 0.2, 0.6]],
  "nbo_charge": [-0.96, 0.49, 0.46, -1.00, 0.49, 0.51, -1.00, 0.49, 0.47, -0.99, 0.50, 0.52, -1.01, 0.50, 0.50, -0.98, 0.49, 0.52, -0.98, 0.50, 0.52, -1.00, 0.50, 0.50, -0.99, 0.51, 0.49, -0.96, 0.48, 0.49, -1.01, 0.49, 0.49, -0.95, 0.48, 0.48, -0.99, 0.46, 0.50, -0.98, 0.50, 0.47, -0.95, 0.51, 0.46, -0.99, 0.48, 0.47]
}